A molecular structure, C16H14F2N2OPdSTe4, computed with the ωB97M-V functional and the def2-TZVPD basis.

Computed properties:
- HOMO level (eV) = -7.1833
- lowest unoccupied orbital energy (hartree) = -0.0126
- E (eV) = -70771.813
- relative energy (zero: lowest compared OMol25 entry of this formula, charge and spin) (kJ/mol) = 0.0
- frontier orbital gap (hartree) = 0.251
- multiplicity = 1
- strongest force on any atom (eV Å⁻¹) = 0.497

Atoms and positions in Å:
Pd 1.25 -1.19 -1.27
S 0.13 2.18 1.68
C 0.09 2.93 0.11
C -0.21 4.25 -0.23
C -0.13 4.60 -1.56
C 0.25 3.67 -2.54
C 0.53 2.36 -2.20
C 0.44 1.99 -0.86
N 0.70 0.72 -0.35
C 0.59 0.69 0.94
C 0.87 -0.53 1.73
C -0.12 -1.03 2.57
C 0.07 -2.23 3.23
C 1.26 -2.93 3.06
C 2.27 -2.41 2.26
C 2.09 -1.20 1.60
H -0.48 4.97 0.52
H -0.35 5.62 -1.85
H 0.31 3.98 -3.57
H 0.82 1.63 -2.94
H -1.06 -0.50 2.66
H -0.71 -2.63 3.86
H 1.41 -3.88 3.56
H 3.20 -2.95 2.15
Te 2.00 -3.55 -1.88
Te 4.57 -2.92 -2.37
Te 5.35 -2.36 0.17
Te 3.72 -0.27 0.55
F 0.83 -0.78 -3.96
C 0.12 -1.19 -2.86
F -0.87 -0.25 -2.69
H -0.38 -2.12 -3.11
C -2.87 0.41 -0.14
C -2.80 -1.01 0.38
N -3.82 -1.38 1.21
O -1.88 -1.77 0.13
H -3.89 0.68 -0.43
H -2.20 0.51 -0.99
H -2.56 1.09 0.65
H -4.65 -0.83 1.29
H -3.86 -2.35 1.49


A molecular structure, C16H14HfN3O2PS, computed with the ωB97M-V functional and the def2-TZVPD basis.

Computed properties:
- HOMO level (eV) = -19.4420
- net charge = +4
- lowest unoccupied orbital energy (hartree) = -0.6034
- E (eV) = -46751.848
- frontier orbital gap (hartree) = 0.111
- multiplicity = 1
- strongest force on any atom (eV Å⁻¹) = 5.656

Atoms and positions in Å:
N 5.02 -2.87 1.29
C 5.71 -1.97 0.60
C 5.30 -1.71 -0.95
C 4.02 -0.72 -1.02
C 4.19 0.78 -1.49
N 3.15 1.77 -1.61
C 1.92 1.19 -1.17
C 0.63 2.15 -1.17
C -0.78 1.70 -0.69
P -2.21 2.92 -0.68
O -2.61 3.37 0.94
O -1.59 4.37 -1.40
S -3.74 2.39 -1.75
C -0.98 0.22 -0.17
C -2.32 -0.40 0.39
C -3.63 -0.68 -0.42
C -4.85 -1.36 0.33
C -4.83 -1.79 1.84
C -3.52 -1.49 2.65
C -2.31 -0.82 1.93
C 0.29 -0.73 -0.19
C 1.71 -0.29 -0.66
N 2.77 -1.27 -0.60
H 5.45 -2.88 2.23
H 6.58 -1.45 1.13
H 4.95 -2.74 -1.35
H 6.17 -1.35 -1.60
H 5.25 1.11 -1.81
H 0.73 3.25 -1.51
H -1.76 3.77 1.27
H -1.37 5.03 -0.70
H -3.65 -0.38 -1.52
H -5.83 -1.58 -0.26
H -5.71 -2.32 2.37
H -3.41 -1.75 3.77
H -1.36 -0.65 2.57
H 0.16 -1.82 0.18
Hf -7.53 -0.99 -0.78


A molecular structure, C16H14N2O2Pd, computed with the ωB97M-V functional and the def2-TZVPD basis.

Computed properties:
- HOMO level (eV) = -7.7002
- lowest unoccupied orbital energy (hartree) = -0.0142
- E (eV) = -27373.543
- relative energy (zero: lowest compared OMol25 entry of this formula, charge and spin) (kJ/mol) = 62.9
- frontier orbital gap (hartree) = 0.269
- multiplicity = 1
- strongest force on any atom (eV Å⁻¹) = 1.297

Atoms and positions in Å:
Pd 0.22 -1.08 -0.76
O 2.22 -1.39 -0.86
C 2.85 -0.90 0.17
C 4.14 -0.37 0.01
C 4.81 0.22 1.06
C 4.25 0.28 2.34
C 3.02 -0.29 2.54
C 2.31 -0.91 1.49
C 1.04 -1.52 1.82
N 0.27 -2.16 1.03
C -1.06 -2.58 1.47
C -2.03 -2.35 0.31
N -1.72 -1.10 -0.37
C -2.63 -0.23 -0.65
C -2.43 1.00 -1.34
C -3.57 1.81 -1.56
C -3.48 3.02 -2.20
C -2.22 3.45 -2.63
C -1.09 2.70 -2.43
C -1.14 1.44 -1.77
O -0.04 0.81 -1.58
H 4.57 -0.41 -0.98
H 5.79 0.64 0.89
H 4.77 0.78 3.15
H 2.57 -0.29 3.53
H 0.75 -1.44 2.87
H -1.06 -3.64 1.71
H -1.35 -2.02 2.36
H -1.87 -3.16 -0.41
H -3.07 -2.39 0.65
H -3.65 -0.45 -0.34
H -4.53 1.45 -1.22
H -4.36 3.62 -2.36
H -2.13 4.41 -3.14
H -0.12 3.04 -2.77


C16H14N4O3S3 in the gas phase, computed with the ωB97M-V functional and the def2-TZVPD basis.

Computed properties:
- HOMO level (eV) = -8.1417
- lowest unoccupied orbital energy (hartree) = -0.0290
- E (eV) = -61427.673
- relative energy (zero: lowest compared OMol25 entry of this formula, charge and spin) (kJ/mol) = 7.6
- frontier orbital gap (hartree) = 0.270
- multiplicity = 1
- strongest force on any atom (eV Å⁻¹) = 1.635
- SMILES = COc1ccc(/C=C2\SC(=S)N(CC(=O)Nc3nnc(C)s3)C2=O)cc1

Atoms and positions in Å:
C -6.60 -0.16 0.30
O -5.62 0.64 -0.33
C -4.33 0.54 0.07
C -3.42 1.38 -0.59
C -2.09 1.36 -0.26
C -1.60 0.51 0.74
C -0.23 0.43 1.13
C 0.86 1.10 0.67
S 0.99 2.31 -0.58
C 2.74 2.33 -0.47
S 3.71 3.26 -1.39
N 3.16 1.47 0.50
C 4.56 1.18 0.67
C 4.87 -0.20 1.21
O 5.64 -0.38 2.11
N 4.32 -1.30 0.57
C 3.36 -1.34 -0.41
N 3.17 -0.45 -1.32
N 2.14 -0.70 -2.11
C 1.51 -1.79 -1.85
C 0.33 -2.27 -2.58
S 2.21 -2.67 -0.49
C 2.19 0.78 1.19
O 2.43 -0.01 2.08
C -2.53 -0.33 1.39
C -3.87 -0.32 1.06
H -7.54 0.10 -0.18
H -6.66 0.06 1.37
H -6.40 -1.22 0.15
H -3.80 2.03 -1.36
H -1.41 2.02 -0.78
H 0.00 -0.28 1.92
H 5.01 1.90 1.36
H 5.04 1.29 -0.31
H 4.49 -2.17 1.06
H 0.50 -3.27 -2.97
H -0.54 -2.31 -1.91
H 0.12 -1.59 -3.40
H -2.18 -0.99 2.16
H -4.54 -0.97 1.59


C16H14N6O4S in the gas phase, computed with the ωB97M-V functional and the def2-TZVPD basis.

Computed properties:
- HOMO level (eV) = -8.5026
- lowest unoccupied orbital energy (hartree) = -0.0309
- E (eV) = -44782.590
- relative energy (zero: lowest compared OMol25 entry of this formula, charge and spin) (kJ/mol) = 0.0
- frontier orbital gap (hartree) = 0.282
- multiplicity = 1
- strongest force on any atom (eV Å⁻¹) = 1.564
- SMILES = COc1ccc(NC(=O)CSc2n[nH]c(-c3ccncc3)n2)c([N+](=O)[O-])c1

Atoms and positions in Å:
C 4.98 -2.18 -4.07
O 3.87 -1.30 -4.01
C 2.91 -1.53 -3.09
C 2.92 -2.57 -2.15
C 1.89 -2.71 -1.25
C 0.80 -1.83 -1.21
N -0.24 -2.02 -0.31
C -0.47 -3.13 0.45
O 0.19 -4.14 0.43
C -1.68 -3.00 1.37
S -1.26 -2.05 2.88
C -1.66 -0.47 2.31
N -2.08 -0.25 1.07
N -2.27 1.08 1.03
C -1.95 1.61 2.23
C -2.03 3.02 2.58
C -2.40 4.00 1.65
C -2.44 5.31 2.08
N -2.15 5.69 3.31
C -1.80 4.77 4.19
C -1.72 3.42 3.88
N -1.57 0.65 3.05
C 0.80 -0.78 -2.15
N -0.22 0.21 -2.25
O -0.26 0.91 -3.24
O -1.01 0.33 -1.32
C 1.84 -0.65 -3.07
H 4.66 -3.20 -4.29
H 5.59 -1.81 -4.89
H 5.55 -2.16 -3.15
H 3.73 -3.27 -2.11
H 1.92 -3.52 -0.54
H -0.91 -1.24 -0.21
H -2.52 -2.50 0.89
H -1.95 -4.00 1.72
H -2.51 1.50 0.15
H -2.64 3.75 0.63
H -2.72 6.11 1.40
H -1.57 5.12 5.18
H -1.43 2.68 4.60
H 1.82 0.17 -3.77


A molecular structure, C16H14N7NiO2S, computed with the ωB97M-V functional and the def2-TZVPD basis.

Computed properties:
- HOMO level (alpha / beta) (eV) = -4.6579 / -7.6862
- lowest unoccupied orbital energy (alpha / beta) (hartree) = -0.0041 / -0.0077
- E (eV) = -83220.422
- <S²> = 3.78
- frontier orbital gap (alpha / beta) (hartree) = 0.167 / 0.275
- multiplicity = 4
- strongest force on any atom (eV Å⁻¹) = 0.747

Atoms and positions in Å:
Ni -1.12 -0.37 -0.06
N -2.98 1.39 3.32
C -3.19 0.95 2.08
N -2.07 0.45 1.60
C -1.15 0.61 2.63
N -1.69 1.19 3.71
C 0.19 0.17 2.44
C 1.21 0.26 3.39
N 2.44 -0.15 3.20
C 2.68 -0.70 1.95
C 1.72 -0.80 0.99
N 0.45 -0.38 1.18
H -3.63 1.81 3.95
H -4.14 1.01 1.57
H 0.97 0.69 4.36
H 3.69 -1.05 1.76
H 1.94 -1.23 0.02
O -0.37 -1.22 -1.71
N -0.32 -2.55 -1.72
C 0.46 -3.12 -2.67
C 0.57 -4.47 -2.79
C -0.15 -5.28 -1.90
C -0.94 -4.69 -0.94
C -1.04 -3.29 -0.83
S -2.00 -2.51 0.35
H 0.97 -2.41 -3.30
H 1.20 -4.89 -3.55
H -0.08 -6.36 -1.96
H -1.50 -5.28 -0.23
O -0.95 1.56 -0.74
N -0.14 2.52 -1.06
C 0.09 3.52 -0.19
C 0.89 4.58 -0.54
C 1.49 4.62 -1.79
C 1.28 3.56 -2.65
C 0.47 2.51 -2.26
H -0.39 3.40 0.77
H 1.05 5.37 0.19
H 2.10 5.46 -2.08
H 1.75 3.52 -3.62
H 0.26 1.64 -2.86


A molecular structure, C16H14NOPtS6, computed with the ωB97M-V functional and the def2-TZVPD basis.

Computed properties:
- HOMO level (alpha / beta) (eV) = -1.7830 / -4.2462
- net charge = -1
- lowest unoccupied orbital energy (alpha / beta) (hartree) = 0.0920 / 0.0524
- E (eV) = -88615.318
- <S²> = 2.04
- relative energy (zero: lowest compared OMol25 entry of this formula, charge and spin) (kJ/mol) = 192.9
- frontier orbital gap (alpha / beta) (hartree) = 0.158 / 0.208
- multiplicity = 3
- strongest force on any atom (eV Å⁻¹) = 1.040

Atoms and positions in Å:
Pt 0.67 -0.42 -0.58
S 0.12 0.79 -4.00
S -1.48 1.53 -5.23
S -3.16 1.42 -4.28
S -0.77 0.47 -2.23
S 4.64 -2.03 -1.86
C 3.94 -1.33 -3.28
C 2.72 -0.78 -3.03
C 2.31 -0.87 -1.67
C 3.26 -1.54 -0.91
C 3.07 -1.74 0.48
C 4.06 -2.08 1.40
C 3.77 -2.15 2.75
C 2.44 -1.85 3.16
C 1.51 -1.52 2.21
N 1.76 -1.48 0.88
H 4.49 -1.35 -4.20
H 2.14 -0.30 -3.81
H 5.06 -2.27 1.03
H 4.52 -2.41 3.47
H 2.16 -1.91 4.20
H 0.48 -1.34 2.51
C -1.47 0.22 2.69
S -0.74 0.64 1.06
O 0.10 1.81 1.33
C -2.32 1.24 0.43
C -3.32 0.36 0.04
C -4.53 0.88 -0.40
C -4.73 2.25 -0.45
C -3.71 3.12 -0.07
C -2.50 2.61 0.37
H -2.13 1.05 2.96
H -0.65 0.14 3.40
H -2.02 -0.71 2.62
H -3.15 -0.71 0.06
H -5.32 0.21 -0.73
H -5.67 2.64 -0.81
H -3.86 4.19 -0.15
H -1.67 3.25 0.65


11 unconnected molecules or ions with the total composition C16H15BCl40NO3, computed with the ωB97M-V functional and the def2-TZVPD basis.

Computed properties:
- HOMO level (eV) = -4.3750
- net charge = -1
- lowest unoccupied orbital energy (hartree) = 0.0363
- E (eV) = -526040.904
- frontier orbital gap (hartree) = 0.197
- multiplicity = 1
- strongest force on any atom (eV Å⁻¹) = 3.341

Atoms and positions in Å:
C 2.41 0.71 1.94
C 2.58 2.02 1.10
C 1.93 3.26 1.77
C 2.28 4.51 0.92
C 0.42 3.10 2.09
O 0.10 2.29 3.20
C -0.58 2.61 0.97
O -1.82 3.06 1.52
B -1.52 4.40 2.10
N -2.05 4.60 3.56
O -0.01 4.45 2.20
H 3.31 0.07 1.81
H 2.35 0.96 3.01
H 1.54 0.15 1.56
H 2.25 1.89 0.06
H 3.68 2.20 1.03
H 2.45 3.39 2.75
H 1.71 4.47 -0.02
H 2.12 5.44 1.48
H 3.37 4.45 0.70
H 0.79 2.40 3.85
H -0.55 1.51 0.99
H -0.51 3.11 -0.02
H -2.02 5.30 1.43
H -1.27 5.03 4.05
H -2.09 3.67 3.97
C -2.74 0.31 -1.88
Cl -3.24 1.78 -1.03
Cl -3.40 -1.10 -1.04
Cl -3.35 0.35 -3.54
Cl -0.97 0.18 -1.92
C -7.48 -2.64 -0.19
Cl -7.31 -0.92 -0.57
Cl -8.40 -3.44 -1.48
Cl -5.88 -3.38 -0.07
Cl -8.34 -2.82 1.35
C 2.71 -1.99 -2.73
Cl 3.71 -2.47 -1.35
Cl 1.20 -2.92 -2.70
Cl 2.35 -0.26 -2.63
Cl 3.58 -2.33 -4.23
C 7.58 -4.79 -1.05
Cl 8.69 -4.07 -2.22
Cl 8.20 -4.52 0.59
Cl 5.98 -4.04 -1.21
Cl 7.45 -6.54 -1.35
C -3.91 4.31 7.37
Cl -3.10 4.84 8.87
Cl -4.05 5.68 6.27
Cl -2.95 3.03 6.61
Cl -5.52 3.70 7.76
C 10.08 -6.26 -5.65
Cl 10.24 -4.54 -6.02
Cl 9.14 -7.05 -6.93
Cl 11.69 -7.00 -5.57
Cl 9.26 -6.46 -4.10
C 12.92 -2.13 -4.18
Cl 12.38 -0.96 -5.40
Cl 13.87 -3.40 -4.96
Cl 13.92 -1.30 -2.98
Cl 11.51 -2.85 -3.38
C -5.10 1.47 3.70
Cl -5.07 3.20 3.39
Cl -5.66 0.62 2.24
Cl -3.48 0.91 4.12
Cl -6.21 1.11 5.05
C -7.49 -6.01 -4.85
Cl -8.00 -4.84 -6.08
Cl -6.52 -7.28 -5.62
Cl -6.52 -5.19 -3.62
Cl -8.92 -6.73 -4.10
C -10.74 1.94 -0.14
Cl -10.19 3.11 1.07
Cl -10.23 2.47 -1.75
Cl -10.04 0.35 0.21
Cl -12.51 1.83 -0.10


A molecular structure, C16H15Br4O2Pt, computed with the ωB97M-V functional and the def2-TZVPD basis.

Computed properties:
- HOMO level (alpha / beta) (eV) = -3.5210 / -3.5142
- net charge = -1
- lowest unoccupied orbital energy (alpha / beta) (hartree) = 0.0973 / 0.0971
- E (eV) = -304347.710
- relative energy (zero: lowest compared OMol25 entry of this formula, charge and spin) (kJ/mol) = 127.0
- frontier orbital gap (alpha / beta) (hartree) = 0.227 / 0.226
- multiplicity = 1
- strongest force on any atom (eV Å⁻¹) = 2.306

Atoms and positions in Å:
Pt 0.07 0.06 -0.75
C 0.36 2.02 0.70
C 1.17 2.14 -0.45
C 2.15 1.08 -0.41
C 1.93 0.32 0.77
C 0.80 0.88 1.44
C 0.20 0.46 2.75
C 2.80 -0.81 1.23
C 3.38 0.99 -1.27
C 1.22 3.28 -1.41
C -0.75 2.91 1.15
H 0.25 1.28 3.47
H 0.72 -0.41 3.15
H -0.85 0.19 2.62
H 3.79 -0.45 1.50
H 2.92 -1.55 0.43
H 2.36 -1.31 2.09
H 4.23 0.68 -0.67
H 3.60 1.95 -1.72
H 3.26 0.26 -2.07
H 2.08 3.92 -1.20
H 0.31 3.88 -1.34
H 1.31 2.94 -2.44
H -0.57 3.26 2.17
H -1.70 2.38 1.15
H -0.85 3.78 0.51
Br -3.63 -5.96 -0.75
C -3.16 -4.14 -0.89
C -4.14 -3.16 -0.89
Br -5.96 -3.65 -0.75
C -3.77 -1.82 -0.97
Br -5.09 -0.46 -0.84
C -2.44 -1.41 -1.08
O -2.10 -0.17 -1.11
C -1.42 -2.43 -1.10
O -0.18 -2.09 -1.16
C -1.82 -3.76 -0.98
Br -0.45 -5.07 -0.87


C16H15F2NO3 in the gas phase, computed with the ωB97M-V functional and the def2-TZVPD basis.

Computed properties:
- HOMO level (eV) = -8.1580
- lowest unoccupied orbital energy (hartree) = 0.0213
- E (eV) = -29903.600
- relative energy (zero: lowest compared OMol25 entry of this formula, charge and spin) (kJ/mol) = 0.0
- frontier orbital gap (hartree) = 0.321
- multiplicity = 1
- strongest force on any atom (eV Å⁻¹) = 1.293
- SMILES = COc1ccc(C)cc1NC(=O)c1ccc(OC(F)F)cc1

Atoms and positions in Å:
C -2.49 -3.48 0.19
O -1.85 -2.23 0.10
C -2.65 -1.10 0.07
C -4.03 -1.09 0.12
C -4.72 0.11 0.08
C -4.06 1.32 0.00
C -4.80 2.62 -0.05
C -2.67 1.31 -0.05
C -1.96 0.13 -0.02
N -0.56 0.05 -0.07
C 0.35 1.06 -0.13
O 0.08 2.24 -0.11
C 1.77 0.59 -0.19
C 2.15 -0.62 -0.78
C 3.48 -0.98 -0.82
C 4.45 -0.14 -0.27
O 5.76 -0.59 -0.36
C 6.70 -0.01 0.41
F 7.15 1.16 -0.12
F 7.76 -0.83 0.44
C 4.08 1.08 0.29
C 2.75 1.43 0.32
H -3.14 -3.66 -0.67
H -1.68 -4.21 0.20
H -3.07 -3.57 1.11
H -4.58 -2.02 0.19
H -5.80 0.08 0.12
H -5.87 2.46 0.09
H -4.64 3.10 -1.02
H -4.43 3.29 0.72
H -2.13 2.24 -0.12
H -0.22 -0.90 -0.02
H 1.42 -1.27 -1.24
H 3.80 -1.90 -1.27
H 6.39 0.19 1.45
H 4.82 1.76 0.68
H 2.44 2.38 0.74


A molecular structure, C16H15LiN3O3, computed with the ωB97M-V functional and the def2-TZVPD basis.

Computed properties:
- HOMO level (eV) = -2.4285
- net charge = -1
- lowest unoccupied orbital energy (hartree) = 0.0879
- E (eV) = -27655.595
- relative energy (zero: lowest compared OMol25 entry of this formula, charge and spin) (kJ/mol) = 0.0
- frontier orbital gap (hartree) = 0.177
- multiplicity = 1
- strongest force on any atom (eV Å⁻¹) = 1.540

Atoms and positions in Å:
Li -1.24 1.25 -0.49
C -2.87 3.00 -0.51
O -3.73 3.93 -0.59
O -1.62 3.19 -0.21
O -3.23 1.73 -0.72
N -0.38 0.11 -2.01
C -1.32 -0.12 -2.94
C -1.10 -0.96 -4.03
C 0.17 -1.47 -4.26
C 1.19 -1.11 -3.38
C 0.85 -0.29 -2.32
H -2.25 0.40 -2.72
H -1.95 -1.20 -4.66
H 0.42 -2.04 -5.15
H 2.20 -1.45 -3.55
H 1.71 0.00 -1.71
N -1.33 -0.45 0.81
C -2.54 -0.66 1.35
C -2.89 -1.78 2.08
C -1.96 -2.77 2.31
C -0.66 -2.52 1.87
C -0.42 -1.39 1.12
H -3.29 0.11 1.15
H -3.89 -1.76 2.50
H -2.19 -3.70 2.81
H 0.20 -3.14 2.10
H 0.57 -1.17 0.73
N 3.70 2.15 0.76
C 2.36 2.12 0.76
C 1.62 1.42 1.70
C 2.28 0.65 2.65
C 3.67 0.67 2.65
C 4.33 1.47 1.72
H 1.81 2.65 -0.01
H 0.54 1.43 1.71
H 1.72 0.04 3.35
H 4.18 0.00 3.33
H 5.40 1.66 1.80